The ion C7H11N4O with charge +1 at a distorted geometry. Source: OMol25; level of theory: ωB97M-V/def2-TZVPD.

XYZ file:
```
23
Properties=species:S:1:pos:R:3:forces:R:3
O -0.33000 -1.90416 1.26779 -0.052 0.952 0.712
C -0.51220 -0.49419 1.25355 0.799 -0.908 0.081
N 0.71113 0.03230 0.64910 2.289 -1.474 -0.337
C 0.89255 1.22621 0.18423 -2.304 1.946 -0.541
N 1.92438 1.33374 -0.61296 1.140 -0.843 -0.366
C 2.66527 0.00847 -0.80265 -1.855 1.349 2.354
C 1.85086 -0.82751 0.22524 1.027 -0.896 -0.073
N -1.54095 -0.12109 0.40812 -3.402 0.445 -2.128
C -1.78931 -0.58608 -0.89872 -0.141 0.410 1.282
C -2.77810 0.18740 -1.40978 1.923 -0.110 1.594
N -3.10100 1.19151 -0.55411 -0.752 -0.191 0.628
C -2.45563 0.91522 0.52532 2.036 2.705 2.731
H -0.70996 -2.36573 2.04197 0.068 0.717 -0.413
H -0.57154 0.06354 2.17796 -0.598 -0.603 0.774
H 0.06408 2.05336 0.33293 2.096 -1.569 -0.262
H 2.27343 2.18471 -0.99473 -0.069 0.596 -0.159
H 3.70136 0.10966 -0.54795 0.450 0.115 -0.053
H 2.48374 -0.42032 -1.75579 0.144 0.224 -1.089
H 1.55933 -1.66944 -0.36290 -1.005 -0.639 0.096
H 2.42479 -1.28101 1.05908 -0.381 0.842 -0.195
H -1.32758 -1.46060 -1.21726 0.637 -1.248 -0.711
H -3.13941 0.14757 -2.35345 -1.282 -0.229 -2.642
H -2.29524 1.67646 1.38499 -0.767 -1.591 -1.283
```
Forces are in eV/Å.

Values from the calculation:
HOMO-LUMO gap (eV): 9.167
SMILES string: O[C@@H](N1C=[NH+]CC1)n1ccnc1
Spin multiplicity: 1
Energy relative to the best compared isomer or geometry (same formula, charge and spin) (kJ/mol): 163.8
Net charge: +1

=====

The ion CH6ClN4 with charge +1 at a distorted geometry. Source: OMol25; level of theory: ωB97M-V/def2-TZVPD.

XYZ file:
```
12
Properties=species:S:1:pos:R:3:forces:R:3
H 2.05508 -2.56475 0.12855 0.988 -0.142 0.002
N 1.26782 -1.96940 0.03096 -0.984 0.742 -0.101
C 1.32304 -0.73519 -0.05238 0.216 -0.217 0.602
Cl 2.71155 0.35948 0.04512 -0.328 -0.460 -0.206
N 0.10012 -0.03352 -0.14928 -0.612 -0.589 -0.841
N -1.07010 -0.60976 0.42582 1.097 2.986 0.367
N 0.06251 1.42092 0.00846 -4.258 -3.596 -0.083
H -1.81885 -0.82618 -0.17314 -0.535 -0.171 -1.737
H -0.82522 -1.41184 0.90467 0.851 -1.945 1.472
H -0.89741 1.34483 0.52971 1.191 1.142 -1.029
H 0.71203 1.74923 0.65622 2.071 1.249 0.913
H 0.00248 1.74245 -0.96290 0.304 1.001 0.642
```
Forces are in eV/Å.

Values from the calculation:
HOMO-LUMO gap (eV): 10.860
SMILES string: [H]/N=C(\Cl)N(N)[NH3+]
Spin multiplicity: 1
Energy relative to the best compared isomer or geometry (same formula, charge and spin) (kJ/mol): 91.9
Net charge: +1

=====

A structure of composition C39H51ClIrN5O4P at a distorted geometry. Source: OMol25; level of theory: ωB97M-V/def2-TZVPD.

XYZ file:
```
102
Properties=species:S:1:pos:R:3:forces:R:3
Ir 1.12861 -1.79842 0.89165 0.304 -0.213 1.315
C 3.23925 0.84069 1.71562 0.018 0.037 0.032
O 2.13445 -0.01319 2.05973 0.083 0.099 -0.480
C 1.38044 0.50644 3.16875 -0.013 -0.036 0.025
C 0.19825 -0.42461 3.39756 0.003 0.051 0.075
O 0.54073 -1.76894 2.98716 0.014 0.298 -0.353
C 1.48933 -2.44047 3.86326 -0.010 -0.163 0.101
C 2.03071 -3.58785 3.05665 -0.090 0.111 0.125
O 2.56169 -3.04459 1.82748 -0.013 -0.141 -0.223
C 3.94754 -2.63125 1.91474 0.084 -0.065 -0.043
H 2.87909 1.84262 1.47588 0.003 -0.010 -0.024
H 3.74055 0.40370 0.85620 0.006 0.012 0.019
H 3.93994 0.90140 2.54973 -0.017 0.001 0.009
H 1.00735 1.50894 2.94210 0.049 0.003 -0.027
H 2.04655 0.57597 4.03151 -0.019 -0.046 0.016
H -0.64982 -0.14872 2.77936 -0.029 0.012 0.036
H -0.11899 -0.42288 4.44050 0.050 -0.058 0.011
H 0.97088 -2.79603 4.75529 -0.095 0.063 -0.040
H 2.26907 -1.74012 4.16354 0.027 -0.010 -0.041
H 1.24024 -4.28027 2.76641 0.024 -0.042 0.018
H 2.79617 -4.14624 3.59505 0.080 0.062 -0.063
H 4.53974 -3.49590 2.20859 0.000 -0.004 -0.020
H 4.07044 -1.82517 2.63592 -0.019 0.016 -0.001
H 4.24797 -2.30803 0.92136 -0.008 -0.009 -0.001
N -0.33172 -3.14656 -1.33269 -0.155 0.316 0.193
P -0.06846 -3.61312 0.28846 0.041 -0.189 -0.880
C 0.85074 -5.14515 0.18570 -0.023 -0.034 0.387
C 0.16350 -6.35031 0.37842 0.037 0.017 0.112
C 0.82740 -7.55700 0.21849 -0.017 -0.022 0.014
C 2.17049 -7.57362 -0.12548 -0.024 -0.013 -0.021
C 2.86076 -6.37981 -0.31545 -0.005 0.038 -0.008
C 2.21026 -5.17024 -0.15984 -0.061 -0.017 -0.149
C -1.66843 -3.93233 0.99591 -0.083 0.160 0.025
C -1.85540 -3.84667 2.37941 -0.003 -0.030 -0.047
C -3.05820 -4.24311 2.94186 0.025 -0.030 0.001
C -4.07708 -4.72635 2.13178 -0.006 -0.024 -0.001
C -3.90317 -4.79937 0.75514 -0.031 0.007 -0.021
C -2.70455 -4.40927 0.18280 0.007 0.094 0.011
C 0.67115 -2.43746 -1.92758 0.079 0.030 -0.062
C 0.73873 -2.22312 -3.30915 0.006 -0.108 0.034
C 1.79090 -1.51137 -3.82434 0.065 0.035 0.031
C 2.78169 -1.01231 -2.96436 -0.012 -0.031 -0.091
C 2.64600 -1.23069 -1.62532 0.109 -0.185 0.107
N 1.60883 -1.92987 -1.09512 0.027 0.521 -0.142
H -1.06778 -3.52621 -1.90944 0.116 -0.109 -0.078
H -0.88179 -6.35908 0.65625 0.000 0.019 0.020
H 0.29178 -8.48387 0.37246 0.006 -0.007 -0.026
H 2.68207 -8.51828 -0.25397 0.011 0.002 0.027
H 3.90798 -6.39898 -0.58596 -0.005 -0.001 -0.019
H 2.75563 -4.25328 -0.33027 0.020 0.027 -0.009
H -1.06847 -3.47357 3.01759 0.023 -0.017 0.033
H -3.19753 -4.19071 4.01312 -0.002 0.016 0.000
H -5.00775 -5.05725 2.57317 -0.011 0.036 0.002
H -4.70161 -5.16755 0.12524 0.006 -0.020 0.005
H -2.59663 -4.49797 -0.89082 0.014 -0.037 0.005
H -0.02777 -2.63820 -3.94963 0.004 -0.017 0.006
H 1.85986 -1.34865 -4.89193 0.016 -0.016 -0.002
H 3.64320 -0.48175 -3.34228 0.001 0.001 0.003
H 3.38600 -0.88202 -0.91642 -0.036 0.036 -0.008
C -3.56683 4.91518 -1.46447 -0.077 0.037 0.040
C -3.10502 4.34869 -0.10776 -0.017 -0.261 0.060
C -3.29672 5.42867 0.96470 0.014 0.074 -0.074
C -4.03873 3.17546 0.24392 0.012 0.024 -0.009
C -1.61503 3.83525 -0.12126 -0.138 0.283 -0.088
O -1.31099 3.18016 1.11147 0.120 0.049 0.099
C -0.55676 4.97081 -0.22127 0.056 -0.196 -0.263
C -0.52922 5.93644 -1.42386 -0.155 0.186 0.181
C 0.23936 5.70720 -2.67347 0.030 -0.084 -0.079
C -0.31094 6.18788 -3.89715 -0.004 -0.023 0.022
C 0.40503 6.16598 -5.05416 -0.009 0.029 0.003
C 1.73160 5.65531 -5.03075 -0.020 -0.005 0.050
Cl 2.64227 5.66170 -6.42086 0.021 0.007 -0.025
C 2.30060 5.16090 -3.81806 0.034 0.039 0.001
C 1.56395 5.18637 -2.67431 -0.032 0.050 0.025
C -1.42552 2.72885 -1.21377 0.122 0.006 0.282
N -1.05424 1.42979 -0.62169 -0.283 -0.151 -0.304
C 0.09649 0.79456 -0.46383 0.067 0.127 0.293
N -0.13509 -0.34556 0.20289 -0.625 -0.416 -0.021
C -1.49279 -0.35433 0.38057 -0.033 -0.019 0.022
N -2.06631 0.70241 -0.10536 0.068 -0.034 -0.041
H -4.64655 4.79307 -1.54939 0.004 -0.015 -0.004
H -3.12815 4.40823 -2.32844 0.007 0.021 -0.007
H -3.38739 5.98582 -1.55358 0.007 -0.018 -0.027
H -4.34459 5.72749 0.97772 -0.006 -0.021 0.021
H -2.72241 6.33524 0.76986 0.026 -0.012 0.010
H -3.06987 5.07976 1.97622 -0.005 0.008 0.012
H -5.03549 3.56915 0.43966 -0.002 0.013 -0.019
H -3.70898 2.63720 1.13038 -0.027 0.003 0.015
H -4.13895 2.45596 -0.56958 0.021 0.001 0.005
H -1.62265 3.74287 1.83137 -0.035 0.001 -0.014
H 0.42036 4.51041 -0.04319 0.016 0.032 -0.093
H -0.74298 5.60782 0.64127 0.105 -0.074 0.099
H -0.06834 6.86531 -1.04189 -0.009 0.003 -0.014
H -1.53788 6.23114 -1.69090 0.026 0.045 0.015
H -1.30979 6.60582 -3.89294 -0.010 -0.027 -0.003
H -0.00110 6.54923 -5.98109 0.011 -0.015 -0.010
H 3.32728 4.82046 -3.82802 -0.004 -0.011 -0.016
H 2.01188 4.87913 -1.73814 -0.014 -0.045 -0.010
H -0.68901 3.01728 -1.96323 0.122 -0.150 0.059
H -2.36288 2.50889 -1.71403 0.007 0.146 -0.099
H 1.05237 1.16037 -0.79944 0.019 -0.010 0.001
H -2.03089 -1.15439 0.86604 0.017 -0.013 -0.012
```
Forces are in eV/Å.

Values from the calculation:
<S²>: 0.767
HOMO-LUMO gap (alpha / beta) (eV): 8.083 / 5.681
Spin multiplicity: 2
Energy relative to the best compared isomer or geometry (same formula, charge and spin) (kJ/mol): 0.0
Net charge: +4

=====

The ion H3O with charge +1 at a distorted geometry. Source: OMol25; level of theory: ωB97M-V/def2-TZVPD.

XYZ file:
```
4
Properties=species:S:1:pos:R:3:forces:R:3
O 0.33556 0.13302 -0.01569 -2.226 -4.665 1.186
H 0.06784 -0.85413 -0.39851 1.313 3.153 -0.945
H -0.23219 -0.18195 0.76342 1.027 1.584 0.642
H -0.17121 0.90306 -0.34922 -0.114 -0.072 -0.883
```
Forces are in eV/Å.

Values from the calculation:
HOMO-LUMO gap (eV): 17.448
Spin multiplicity: 1
Energy relative to the best compared isomer or geometry (same formula, charge and spin) (kJ/mol): 77.1
Net charge: +1